Entry 1:
283
Properties=species:S:1:pos:R:3 method="wB97M-V/def2-TZVPD" multiplicity=2 charge=-1 lumo_energy_ev="0.40 / 0.40" gap_ev="1.2 / 7.4" energy_ha=-12505.3919 homo_ev="-0.775 / -6.970"
C -1.324 9.101 -5.172
C -0.103 8.772 -4.364
C -0.431 7.629 -3.431
C 0.810 7.230 -2.647
N 0.566 6.746 -1.164
C -0.200 5.362 -1.105
C 0.726 4.462 -0.357
C 1.555 5.409 0.588
C 1.913 6.545 -0.426
C -0.243 7.821 -0.315
C 0.253 9.215 -0.504
C 0.059 10.053 0.807
H -1.527 8.333 -5.918
H -1.247 10.075 -5.655
H -2.197 9.185 -4.525
H 0.305 9.611 -3.801
H 0.754 8.464 -4.963
H -0.765 6.795 -4.048
H -1.357 7.714 -2.862
H 1.395 8.149 -2.616
H 1.430 6.430 -3.054
H -1.189 5.530 -0.678
H -0.347 4.892 -2.078
H 0.226 3.674 0.208
H 1.271 3.926 -1.134
H 0.964 5.705 1.454
H 2.405 4.763 0.809
H 2.265 7.461 0.048
H 2.750 6.407 -1.110
H -0.064 7.394 0.672
H -1.272 7.703 -0.652
H -0.243 9.753 -1.312
H 1.329 9.275 -0.664
H 0.586 10.997 0.948
H 0.406 9.367 1.580
H -0.956 10.251 1.150
C 6.057 0.960 -3.478
C 5.347 0.026 -4.501
C 5.163 0.657 -5.852
C 6.552 1.037 -6.460
N 6.543 1.651 -7.874
C 8.010 2.171 -8.188
C 8.012 3.667 -7.767
C 6.595 4.055 -7.404
C 5.738 2.939 -7.943
C 6.059 0.679 -8.958
C 6.812 -0.670 -9.168
C 6.162 -1.703 -10.109
H 5.917 0.633 -2.448
H 5.760 2.007 -3.529
H 7.128 1.035 -3.665
H 4.406 -0.321 -4.075
H 5.800 -0.955 -4.643
H 4.483 1.464 -5.580
H 4.564 0.032 -6.514
H 7.248 0.199 -6.507
H 6.843 1.854 -5.800
H 8.193 2.121 -9.262
H 8.708 1.530 -7.650
H 8.434 4.239 -8.593
H 8.663 3.948 -6.939
H 6.302 5.020 -7.817
H 6.398 4.229 -6.346
H 5.585 3.217 -8.985
H 4.755 2.600 -7.618
H 6.192 1.324 -9.827
H 4.984 0.532 -8.852
H 7.003 -1.318 -8.313
H 7.708 -0.318 -9.681
H 6.718 -2.618 -10.316
H 5.926 -1.211 -11.053
H 5.252 -2.106 -9.664
C 9.693 -7.695 1.772
C 8.547 -7.006 2.494
C 7.259 -6.813 1.619
C 6.300 -6.134 2.671
P 4.507 -6.125 2.352
C 3.737 -5.140 3.745
C 2.206 -4.899 3.862
C 1.263 -6.072 4.363
C -0.217 -5.664 4.379
C 4.004 -7.850 2.390
C 4.182 -8.620 3.626
C 3.829 -10.170 3.645
C 4.875 -11.107 2.964
C 4.196 -5.362 0.653
C 4.495 -6.295 -0.540
C 3.898 -5.864 -1.865
C 4.353 -4.593 -2.508
H 9.499 -8.732 1.496
H 10.573 -7.775 2.410
H 9.923 -7.026 0.943
H 9.005 -6.037 2.695
H 8.460 -7.556 3.431
H 6.922 -7.816 1.358
H 7.532 -6.155 0.794
H 6.531 -5.070 2.708
H 6.364 -6.547 3.678
H 4.110 -4.117 3.697
H 4.062 -5.434 4.743
H 1.837 -4.588 2.884
H 1.793 -4.049 4.405
H 1.612 -6.440 5.327
H 1.256 -6.949 3.716
H -0.187 -4.629 4.718
H -0.683 -6.461 4.959
H -0.664 -5.597 3.387
H 4.623 -8.264 1.594
H 3.026 -8.065 1.960
H 3.665 -8.213 4.496
H 5.263 -8.623 3.766
H 2.950 -10.222 3.003
H 3.470 -10.522 4.612
H 5.426 -10.689 2.121
H 4.582 -12.153 2.872
H 5.734 -11.155 3.634
H 4.858 -4.496 0.670
H 3.186 -4.951 0.630
H 4.011 -7.255 -0.362
H 5.557 -6.528 -0.609
H 2.832 -5.787 -1.650
H 3.976 -6.710 -2.548
H 5.216 -4.816 -3.134
H 4.393 -3.762 -1.803
H 3.553 -4.320 -3.197
C -9.217 1.814 6.712
C -7.896 2.497 6.286
C -8.102 3.501 5.107
C -8.498 2.964 3.798
P -8.470 4.051 2.382
C -9.687 5.300 2.708
C -9.814 6.227 1.477
C -11.156 6.836 1.721
C -11.421 8.148 0.846
C -8.810 3.003 0.905
C -9.999 1.994 0.867
C -9.874 1.298 -0.432
C -10.643 -0.055 -0.546
C -6.805 4.732 2.150
C -5.720 3.683 2.024
C -4.353 4.314 1.926
C -3.759 4.936 3.164
H -9.805 2.497 7.325
H -9.010 0.956 7.351
H -9.854 1.594 5.855
H -7.284 1.631 6.032
H -7.289 2.934 7.079
H -7.333 4.272 5.060
H -8.962 4.125 5.347
H -9.354 2.290 3.752
H -7.686 2.249 3.667
H -9.444 5.751 3.670
H -10.628 4.797 2.933
H -9.772 5.818 0.468
H -9.080 7.033 1.486
H -11.240 7.022 2.791
H -12.010 6.222 1.437
H -12.363 8.648 1.069
H -11.497 7.934 -0.220
H -10.521 8.756 0.942
H -7.867 2.499 0.693
H -8.852 3.728 0.091
H -10.972 2.481 0.932
H -10.192 1.360 1.732
H -8.866 0.933 -0.629
H -10.099 1.951 -1.276
H -11.666 0.319 -0.562
H -10.419 -0.829 0.188
H -10.452 -0.542 -1.503
H -6.637 5.475 2.929
H -6.914 5.277 1.213
H -5.758 3.184 1.055
H -5.938 2.858 2.703
H -4.360 5.020 1.096
H -3.624 3.550 1.655
H -3.828 4.358 4.085
H -4.304 5.861 3.350
H -2.681 5.065 3.072
C -1.734 1.206 -0.306
C -0.590 0.560 0.529
N -0.789 -0.917 1.009
C 0.560 -1.170 1.639
C -1.674 -0.949 2.261
C -1.779 -2.297 3.115
C -1.165 -1.885 -0.096
C -0.296 -1.796 -1.467
O 1.050 -1.844 -1.067
C 1.955 -2.011 -2.044
H -2.606 1.602 0.215
H -2.157 0.566 -1.080
H -1.393 1.950 -1.026
H -0.384 1.127 1.437
H 0.301 0.615 -0.097
H 0.820 -2.225 1.723
H 0.712 -0.882 2.679
H 1.448 -0.783 1.139
H -2.631 -0.639 1.841
H -1.423 -0.049 2.823
H -1.786 -3.324 2.749
H -2.540 -2.130 3.877
H -0.916 -2.270 3.779
H -2.203 -1.804 -0.421
H -1.072 -2.845 0.412
H -0.533 -0.925 -2.077
H -0.502 -2.645 -2.118
H 1.840 -2.959 -2.569
H 2.930 -1.999 -1.558
H 1.916 -1.113 -2.661
C -4.059 0.178 6.087
F -4.097 1.513 5.887
F -5.057 -0.166 6.926
F -4.192 -0.606 4.942
S -2.311 -0.261 6.785
O -1.372 0.073 5.698
O -2.106 0.479 8.020
N -2.637 -1.959 6.958
S -1.138 -2.440 7.132
O -0.190 -2.475 6.037
O -0.498 -1.894 8.345
C -1.345 -4.328 7.623
F -0.211 -4.895 7.796
F -1.988 -4.489 8.850
F -1.997 -4.967 6.662
C 2.905 5.508 -5.488
F 3.801 4.908 -4.654
F 2.606 6.753 -5.094
F 3.626 5.560 -6.578
S 1.303 4.537 -5.720
O 0.270 5.429 -6.320
O 1.716 3.446 -6.627
N 0.911 4.056 -4.162
S -0.057 2.870 -4.373
O -1.033 2.816 -3.257
O -0.632 2.570 -5.707
C 1.162 1.355 -3.962
F 0.340 0.261 -4.152
F 2.107 1.288 -4.879
F 1.601 1.344 -2.698
C 4.825 0.131 2.615
F 3.595 -0.405 2.647
F 4.775 0.977 1.593
F 5.127 0.885 3.716
S 6.220 -1.220 2.148
O 6.251 -1.536 0.723
O 7.469 -0.506 2.505
N 5.929 -2.556 3.186
S 6.760 -2.609 4.515
O 6.888 -1.302 5.187
O 6.361 -3.770 5.377
C 8.576 -3.216 3.937
F 8.547 -3.558 2.610
F 9.327 -2.150 4.256
F 9.038 -4.250 4.587
C 0.078 -6.895 -3.781
F 1.357 -6.644 -3.874
F 0.030 -8.223 -4.084
F -0.584 -6.059 -4.580
S -0.534 -6.585 -1.921
O -1.923 -7.053 -1.849
O -0.474 -5.122 -1.599
N 0.469 -7.498 -1.122
S 0.102 -6.993 0.472
O -1.103 -6.161 0.723
O 1.317 -6.558 1.223
C -0.186 -8.688 1.299
F 0.952 -9.352 1.135
F -1.145 -9.340 0.697
F -0.376 -8.574 2.576
C -8.049 -1.223 2.547
F -8.706 -0.149 2.816
F -7.721 -1.806 3.699
F -8.867 -2.072 1.828
S -6.367 -0.790 1.707
O -6.142 0.598 2.077
O -5.429 -1.752 2.369
N -6.904 -0.966 0.053
S -5.757 -0.367 -0.790
O -5.499 1.086 -0.623
O -4.504 -1.143 -0.683
C -6.339 -0.762 -2.607
F -7.722 -0.718 -2.942
F -5.663 0.070 -3.476
F -5.919 -2.004 -2.929

***

Entry 2:
15
Properties=species:S:1:pos:R:3 method="wB97M-V/def2-TZVPD" de_lowest_ev=7.622 lumo_energy_ev=-0.29 gap_ev=8.8 energy_ha=-362.5334 homo_ev=-9.058
C 1.059 -3.647 2.207
C 0.706 -2.515 2.274
C -0.383 0.659 -1.279
C 0.633 0.686 -0.420
C 0.157 -0.284 1.536
C -0.782 1.693 -2.341
N -0.589 0.282 2.307
O 0.848 -0.404 0.451
H 1.495 -4.657 2.399
H -0.964 -0.299 -1.156
H 1.361 1.548 -0.337
H -1.772 2.111 -2.169
H 0.044 2.298 -2.096
H -0.639 1.392 -3.337
H -1.175 1.137 1.960

***

Entry 3:
6
Properties=species:S:1:pos:R:3 method="wB97M-V/def2-TZVPD" smiles=O.O de_lowest_ev=0.262 lumo_energy_ev=0.70 gap_ev=11.6 energy_ha=-152.8653 homo_ev=-10.889
O -1.743 -0.232 0.586
H -0.904 -0.605 0.969
H -1.617 -0.386 -0.421
O 1.138 0.246 -0.166
H 1.715 -0.163 -0.812
H 1.411 1.140 -0.156

***

Entry 4:
9
Properties=species:S:1:pos:R:3 method="wB97M-V/def2-TZVPD" de_lowest_ev=6.472 lumo_energy_ev="0.77 / 0.34" gap_ev="9.7 / 7.7" energy_ha=-205.1532 homo_ev="-8.965 / -7.348"
C 1.648 -0.170 0.024
N 0.592 0.762 0.183
N -0.885 -0.326 -0.195
N -2.009 0.190 -0.049
H 1.823 -0.661 1.014
H 2.433 0.414 -0.425
H 1.305 -1.026 -0.669
H -2.120 1.210 -0.112
H -2.788 -0.392 0.229

***

Entry 5:
46
Properties=species:S:1:pos:R:3 method="wB97M-V/def2-TZVPD" multiplicity=3 charge=+3 lumo_energy_ev="-12.13 / -11.21" gap_ev="8.5 / 9.5" energy_ha=-2340.1241 homo_ev="-20.587 / -20.738"
V -0.132 -0.318 -0.384
S 0.017 -1.795 1.540
S 0.613 1.768 -1.383
C 1.014 -1.027 2.914
C 1.389 -2.781 0.808
C 2.482 -1.930 0.177
N 1.872 -1.013 -0.832
C 2.809 0.003 -1.402
C 2.019 0.976 -2.262
H 0.895 -3.462 0.098
H 1.781 -3.353 1.656
H 3.219 -2.597 -0.307
H 3.013 -1.324 0.922
H 3.573 -0.489 -2.022
H 3.317 0.506 -0.573
H 1.570 0.514 -3.157
H 2.642 1.828 -2.564
C 1.637 2.753 -0.194
H 1.665 -1.633 -1.638
H 1.993 2.160 0.659
H 1.001 3.574 0.149
H 2.487 3.163 -0.756
H 0.292 -0.643 3.643
H 1.670 -0.220 2.550
H 1.613 -1.827 3.377
C 0.075 -2.168 -2.561
C -1.291 -2.031 -2.662
H 0.483 -3.057 -2.065
H 0.688 -1.638 -3.301
H -1.955 -2.772 -2.208
H -1.690 -1.404 -3.467
N -0.895 1.152 1.181
C -2.292 0.930 1.669
C -3.331 1.204 0.572
C -2.886 0.853 -0.835
N -2.133 -0.426 -0.759
H -0.792 2.121 0.851
H -0.247 1.073 1.963
H -2.358 -0.111 2.033
H -2.466 1.618 2.511
H -4.228 0.613 0.818
H -3.639 2.258 0.591
H -3.750 0.714 -1.498
H -2.233 1.607 -1.285
H -2.146 -0.949 -1.653
H -2.578 -1.056 -0.101

***

Entry 6:
69
Properties=species:S:1:pos:R:3 method="wB97M-V/def2-TZVPD" de_lowest_ev=1.241 charge=-2 lumo_energy_ev=3.52 gap_ev=3.0 energy_ha=-3514.3234 homo_ev=0.474
Be -15.587 -2.283 -10.223
C -17.118 -1.400 -8.319
O -15.891 -1.815 -8.045
O -17.528 -0.266 -7.978
O -17.778 -2.154 -9.158
C -15.745 0.476 -11.139
O -16.113 1.646 -10.844
O -14.626 -0.064 -10.731
O -16.659 -0.446 -11.305
O -13.229 -2.072 -9.312
S -12.161 -1.165 -9.048
O -12.318 -0.078 -8.147
O -10.777 -1.950 -8.561
C -10.493 -3.210 -9.141
C -9.345 -3.128 -10.169
C -11.656 -0.472 -10.605
H -11.319 -3.747 -9.611
H -10.158 -3.841 -8.313
H -9.667 -2.472 -10.976
H -9.194 -4.101 -10.636
H -8.470 -2.727 -9.660
H -12.516 0.168 -10.841
H -11.446 -1.307 -11.264
H -10.759 0.104 -10.379
O -13.936 -6.511 -8.476
S -14.825 -5.424 -8.154
O -15.340 -4.580 -9.163
O -16.105 -6.057 -7.386
C -16.909 -5.173 -6.585
C -18.356 -5.605 -6.655
C -14.047 -4.520 -6.763
H -16.894 -4.167 -7.024
H -16.650 -5.142 -5.523
H -18.531 -6.648 -6.370
H -18.627 -5.510 -7.708
H -18.942 -4.992 -5.974
H -13.015 -4.287 -6.997
H -14.098 -5.212 -5.922
H -14.739 -3.703 -6.554
O -14.116 -3.698 -11.656
S -12.973 -4.082 -12.418
O -11.698 -3.479 -12.179
O -12.775 -5.653 -12.218
C -13.996 -6.445 -12.158
C -13.599 -7.907 -12.058
C -13.343 -3.944 -14.168
H -14.612 -6.146 -13.011
H -14.645 -6.163 -11.327
H -14.333 -8.491 -12.613
H -13.514 -8.298 -11.046
H -12.604 -7.991 -12.498
H -13.145 -4.887 -14.677
H -12.688 -3.172 -14.558
H -14.419 -3.788 -14.221
O -17.380 -3.417 -11.840
S -17.418 -4.513 -12.744
O -16.482 -4.577 -13.834
O -17.417 -5.918 -12.003
C -18.249 -5.984 -10.801
C -19.054 -7.261 -10.735
C -19.067 -4.498 -13.412
H -18.926 -5.134 -10.776
H -17.524 -6.004 -9.991
H -18.602 -8.082 -11.300
H -20.081 -7.213 -11.103
H -19.106 -7.649 -9.716
H -19.727 -3.978 -12.718
H -19.428 -5.504 -13.616
H -19.112 -3.902 -14.322

***

Entry 7:
9
Properties=species:S:1:pos:R:3 method="wB97M-V/def2-TZVPD" de_lowest_ev=0.322 lumo_energy_ev=0.10 gap_ev=8.9 energy_ha=-3447.9564 homo_ev=-8.797
C -0.100 -0.518 -0.083
C -1.411 0.122 0.046
C 1.246 0.240 -0.039
Cl 0.145 -2.265 0.062
Br -2.984 -0.974 0.050
I -1.771 2.140 0.114
H 2.116 -0.531 -0.136
H 1.477 0.881 0.908
H 1.282 0.906 -0.921

***

Entry 8:
19
Properties=species:S:1:pos:R:3 method="wB97M-V/def2-TZVPD" de_lowest_ev=3.871 lumo_energy_ev=0.25 gap_ev=9.6 energy_ha=-310.9170 homo_ev=-9.311
C 0.620 -1.133 1.948
C 1.310 -0.305 0.867
C 0.340 -0.026 -0.291
C -0.604 1.110 -0.124
C -1.797 0.957 -1.011
C 0.876 -0.227 -1.654
O 0.380 0.216 -2.672
H 1.288 -1.351 2.786
H -0.256 -0.604 2.342
H 0.271 -2.075 1.514
H 1.705 0.624 1.323
H 2.201 -0.837 0.503
H -0.951 -1.013 -0.556
H -0.192 2.052 -0.510
H -0.871 1.248 0.932
H -2.602 1.668 -0.735
H -1.950 -0.439 -0.886
H -1.534 1.029 -2.067
H 1.764 -0.893 -1.708